1.
{"formula": "C5H8O2", "method": "the ωB97M-V functional and the def2-TZVPD basis", "species": ["C", "C", "O", "C", "O", "C", "C", "H", "H", "H", "H", "H", "H", "H", "H"], "positions_angstrom": [[1.345, -0.961, 1.184], [0.410, -0.227, 0.260], [-0.882, -0.137, 0.844], [-1.706, 0.718, 0.105], [-2.265, 0.072, -0.996], [0.609, -0.271, -1.216], [0.875, 0.867, -0.631], [1.047, -2.008, 1.292], [1.353, -0.499, 2.175], [2.354, -0.930, 0.765], [-1.087, 1.571, -0.217], [-2.513, 1.092, 0.734], [-1.510, -0.291, -1.483], [0.708, -0.864, -2.111], [1.263, 1.869, -0.705]], "atomic_forces_ev_per_a": [[0.035, -0.023, 0.081], [0.346, -0.010, 0.012], [0.016, 0.041, -0.102], [-0.054, 0.322, 0.242], [-0.020, -0.111, -0.123], [0.431, 0.300, 0.207], [0.204, -0.413, -0.185], [-0.021, 0.127, 0.021], [-0.010, -0.057, -0.065], [-0.136, -0.039, 0.127], [-0.343, 0.051, 0.035], [0.031, -0.269, -0.004], [-0.366, 0.071, -0.133], [-0.170, 0.013, -0.031], [0.058, -0.003, -0.082]], "e_tot_ha": -345.68547, "homo_lumo_gap_ha": 0.392, "molar_mass_g_mol": 100.12, "e_homo_ev": -9.68, "smiles": "CC1(OCO)C=C1"}


2.
{"formula": "C5H8O2", "method": "the ωB97M-V functional and the def2-TZVPD basis", "species": ["C", "C", "C", "O", "C", "O", "C", "H", "H", "H", "H", "H", "H", "H", "H"], "positions_angstrom": [[1.697, -0.659, 0.320], [0.508, 0.260, 0.492], [-0.852, -0.494, 0.415], [-0.910, -1.601, -0.440], [-1.439, 0.776, -0.234], [-0.794, 0.787, -1.514], [-0.099, 1.354, -0.401], [2.650, -0.230, 0.639], [1.786, -1.073, -0.686], [1.474, -1.504, 0.987], [0.555, 0.737, 1.481], [-1.153, -0.848, 1.402], [-0.893, -1.227, -1.337], [-2.420, 1.237, -0.176], [0.183, 2.399, -0.503]], "atomic_forces_ev_per_a": [[0.103, -0.021, -0.050], [0.062, -0.130, 0.080], [-0.137, 0.086, 0.363], [-0.067, -0.021, -0.147], [-0.325, -0.021, 0.027], [0.101, -0.039, -0.133], [0.244, 0.231, 0.123], [-0.098, 0.078, -0.173], [0.015, 0.135, 0.045], [0.275, 0.053, -0.172], [-0.038, -0.177, -0.040], [-0.439, 0.311, -0.123], [0.139, -0.194, 0.126], [0.160, -0.072, 0.021], [0.006, -0.219, 0.051]], "e_tot_ha": -345.71001, "homo_lumo_gap_ha": 0.394, "molar_mass_g_mol": 100.12, "e_homo_ev": -9.73, "smiles": "C[C@@H]1[C@H](O)[C@@H]2O[C@H]12"}


3.
{"formula": "C5H8O2", "method": "the ωB97M-V functional and the def2-TZVPD basis", "species": ["C", "C", "C", "O", "C", "C", "O", "H", "H", "H", "H", "H", "H", "H", "H"], "positions_angstrom": [[-2.147, -0.162, 1.163], [-1.794, -0.339, -0.103], [-0.410, -0.778, -0.525], [0.514, -0.609, 0.545], [1.735, 0.037, 0.299], [1.707, 1.169, -0.715], [0.763, 1.901, -0.888], [-1.413, -0.308, 1.948], [-3.149, 0.148, 1.448], [-2.521, -0.152, -0.895], [-0.105, -0.202, -1.405], [-0.427, -1.835, -0.839], [2.542, -0.660, 0.018], [2.061, 0.491, 1.250], [2.643, 1.299, -1.300]], "atomic_forces_ev_per_a": [[0.080, 0.027, -0.072], [-0.023, 0.007, 0.153], [-0.041, 0.111, -0.285], [-0.054, 0.070, 0.127], [0.106, -0.066, -0.097], [-0.400, 0.442, 0.037], [0.527, -0.357, 0.025], [-0.129, 0.011, 0.016], [0.186, -0.042, -0.116], [0.223, -0.194, 0.045], [-0.119, -0.094, 0.115], [0.024, 0.163, 0.207], [-0.245, -0.067, -0.113], [-0.099, -0.077, -0.197], [-0.035, 0.065, 0.155]], "e_tot_ha": -345.72356, "homo_lumo_gap_ha": 0.381, "molar_mass_g_mol": 100.12, "e_homo_ev": -9.62, "smiles": "C=CCOCC=O"}


4.
{"formula": "C5H8O2", "method": "the ωB97M-V functional and the def2-TZVPD basis", "species": ["C", "C", "C", "C", "C", "O", "O", "H", "H", "H", "H", "H", "H", "H", "H"], "positions_angstrom": [[-0.326, -1.603, -0.225], [-0.395, -0.896, -1.335], [-0.046, -0.829, 1.003], [-0.096, 0.538, -1.335], [0.188, 0.638, 0.589], [-0.861, 1.500, 0.967], [1.439, 1.297, 0.839], [-0.357, -2.671, -0.236], [-0.744, -1.362, -2.299], [-0.813, -0.915, 1.652], [0.921, -1.100, 1.515], [0.863, 0.670, -1.880], [-0.884, 1.189, -1.800], [-0.681, 2.471, 0.863], [1.792, 1.072, 1.682]], "atomic_forces_ev_per_a": [[0.592, 0.102, -0.455], [-1.248, -0.781, -2.091], [4.159, 1.462, -1.039], [1.363, 0.058, 2.433], [-0.913, 2.635, -4.038], [-0.225, 0.175, 1.038], [-1.405, -0.849, -1.581], [-0.407, -0.497, 0.231], [0.622, 0.249, 0.971], [-2.475, -0.074, 2.420], [-0.935, -0.265, -0.358], [-0.441, 0.296, 0.461], [0.660, -0.369, 0.977], [0.412, -1.672, -0.151], [0.241, -0.471, 1.183]], "e_tot_ha": -345.71514, "homo_lumo_gap_ha": 0.359, "molar_mass_g_mol": 100.12, "e_homo_ev": -8.97}


5.
{"formula": "C5H8O2", "method": "the ωB97M-V functional and the def2-TZVPD basis", "species": ["C", "C", "O", "C", "O", "C", "C", "H", "H", "H", "H", "H", "H", "H", "H"], "positions_angstrom": [[-0.229, 1.440, -0.300], [-0.158, 0.021, 0.224], [1.064, -0.190, 0.918], [2.119, -0.192, 0.077], [2.093, -0.500, -1.084], [-0.797, -1.114, -0.515], [-1.338, -0.671, 0.818], [-0.861, 1.540, -1.184], [0.755, 1.838, -0.606], [-0.604, 2.092, 0.487], [3.024, 0.132, 0.608], [-1.378, -0.864, -1.398], [-0.271, -2.061, -0.571], [-2.286, -0.145, 0.867], [-1.134, -1.326, 1.659]], "atomic_forces_ev_per_a": [[0.131, 0.366, -0.047], [-0.522, 0.043, -0.396], [0.253, 0.162, -0.381], [0.359, -0.473, -0.275], [0.051, 0.387, 0.533], [0.066, -0.115, -0.134], [-0.077, 0.019, 0.247], [-0.152, -0.154, 0.177], [-0.351, -0.415, 0.168], [-0.068, 0.158, -0.016], [0.006, -0.216, 0.056], [0.212, -0.001, 0.091], [-0.050, 0.140, 0.068], [0.169, -0.042, -0.050], [-0.027, 0.141, -0.042]], "e_tot_ha": -345.76146, "homo_lumo_gap_ha": 0.415, "molar_mass_g_mol": 100.12, "e_homo_ev": -10.29, "smiles": "CC1(OC=O)CC1"}


6.
{"formula": "C5H8O2", "method": "the ωB97M-V functional and the def2-TZVPD basis", "species": ["O", "C", "C", "C", "C", "C", "O", "H", "H", "H", "H", "H", "H", "H", "H"], "positions_angstrom": [[-1.054, 2.014, -0.361], [0.034, 1.116, -0.238], [0.044, 0.329, 1.094], [-0.137, -1.112, 0.563], [1.076, -1.635, -0.159], [-0.146, -0.054, -1.212], [-1.022, -0.913, -0.582], [-1.863, 1.492, -0.253], [0.928, 1.715, -0.423], [0.976, 0.448, 1.656], [-0.787, 0.648, 1.731], [-0.542, -1.840, 1.274], [1.995, -1.415, 0.428], [0.894, -0.954, -1.260], [-0.395, 0.160, -2.258]], "atomic_forces_ev_per_a": [[-0.172, -0.202, -0.035], [0.382, -0.205, 0.039], [-0.021, -0.008, 0.071], [0.035, -0.107, 0.194], [-0.035, 0.397, -0.148], [-0.223, 0.193, 0.088], [-0.029, 0.010, -0.039], [0.078, 0.150, 0.005], [-0.093, -0.177, 0.026], [-0.197, -0.068, -0.119], [0.057, 0.008, -0.104], [-0.023, 0.178, -0.046], [-0.185, 0.096, -0.404], [0.250, -0.129, 0.262], [0.176, -0.135, 0.210]], "e_tot_ha": -345.60585, "homo_lumo_gap_ha": [0.295, 0.296], "molar_mass_g_mol": 100.12, "e_homo_ev": [-8.19, -8.19]}


7.
{"formula": "C5H8O2", "method": "the ωB97M-V functional and the def2-TZVPD basis", "species": ["C", "C", "C", "C", "O", "C", "O", "H", "H", "H", "H", "H", "H", "H", "H"], "positions_angstrom": [[-0.547, -0.038, -1.560], [0.256, 0.525, -0.442], [1.154, 1.489, -0.443], [0.851, -1.855, 0.530], [0.043, -0.131, 0.800], [-1.080, 0.195, 1.513], [-1.851, 1.054, 1.208], [-1.611, 0.128, -1.377], [-0.361, -1.112, -1.633], [-0.275, 0.433, -2.506], [1.389, 1.996, -1.368], [1.671, 1.776, 0.464], [1.521, -1.699, 1.394], [-0.028, -2.303, 1.023], [-1.133, -0.457, 2.395]], "atomic_forces_ev_per_a": [[-0.057, 0.022, -0.046], [0.166, 0.422, -0.268], [-0.089, -0.033, -0.064], [-0.324, 0.200, 0.629], [0.098, -0.109, -0.152], [-0.348, 0.189, -0.054], [0.496, -0.507, 0.135], [0.016, -0.003, -0.036], [0.004, 0.104, 0.042], [-0.005, 0.028, 0.132], [0.029, 0.018, 0.023], [-0.051, -0.019, -0.099], [0.123, 0.021, -0.081], [-0.053, -0.398, -0.083], [-0.003, 0.065, -0.079]], "e_tot_ha": -345.61318, "homo_lumo_gap_ha": 0.353, "molar_mass_g_mol": 100.12, "e_homo_ev": -8.81}


8.
{"formula": "C5H8O2", "method": "the ωB97M-V functional and the def2-TZVPD basis", "species": ["C", "C", "C", "O", "C", "C", "O", "H", "H", "H", "H", "H", "H", "H", "H"], "positions_angstrom": [[1.553, -0.575, 0.250], [0.336, 0.344, 0.453], [0.221, 1.286, -0.731], [-0.253, 0.927, -1.792], [-1.951, 0.640, 0.506], [-1.010, -0.482, 0.550], [-1.081, -1.529, -0.385], [2.460, 0.032, 0.147], [1.446, -1.187, -0.648], [1.694, -1.246, 1.104], [0.455, 0.920, 1.375], [0.602, 2.318, -0.607], [-2.425, 0.631, -0.493], [-1.012, -0.952, 1.537], [-1.035, -1.128, -1.266]], "atomic_forces_ev_per_a": [[0.047, -0.068, -0.024], [0.114, 0.087, 0.013], [0.012, -0.125, -0.342], [0.268, 0.245, 0.502], [0.160, -0.177, -0.148], [-0.142, 0.103, 0.243], [-0.025, -0.035, -0.291], [-0.122, -0.060, 0.017], [-0.053, 0.111, 0.122], [-0.127, 0.154, -0.108], [-0.029, -0.033, -0.203], [-0.004, -0.083, -0.038], [-0.124, -0.091, 0.100], [0.065, 0.020, 0.056], [-0.040, -0.049, 0.101]], "e_tot_ha": -345.63324, "homo_lumo_gap_ha": [0.313, 0.313], "molar_mass_g_mol": 100.12, "e_homo_ev": [-9.15, -9.15]}